# 1
The following is a quantum chemistry calculation of a molecular structure, C20H7F5FeN13SSe, from the OMol25 dataset.

Calculated values
HOMO energy (spin up / spin down), Eh: -0.1794 / -0.1807
Net charge: -1
Spin multiplicity: 5
Energy relative to the best compared isomer or geometry (same formula, charge and spin), kcal/mol: 7.8

```
48
Properties=species:S:1:pos:R:3:forces:R:3
Fe 0.73563 0.77770 0.32217 0.6 0.7 -0.9
N 1.24621 3.24173 2.70950 0.0 0.1 -0.1
C 1.81120 2.00248 2.85300 0.2 -0.7 -0.3
N 2.53336 1.60605 3.88914 -0.1 0.5 0.2
N 2.86780 0.33248 3.61613 -0.1 -0.1 -0.2
N 2.38035 -0.02719 2.48171 0.1 0.0 0.2
N 1.69723 1.01739 1.94525 0.9 0.0 2.1
C 0.44168 3.59352 1.64598 -0.4 0.0 -0.5
N -0.13467 4.77740 1.50314 0.2 0.1 0.4
N -0.84816 4.68036 0.36839 0.0 -0.3 -0.1
N -0.71238 3.50463 -0.14428 -0.1 0.1 -0.1
N 0.11188 2.77542 0.63820 0.1 -0.1 0.1
H 1.40405 3.92529 3.42591 0.0 0.0 0.0
Se -6.46802 -1.35730 -1.23043 0.0 0.0 0.0
N -5.08091 -0.84849 -2.22410 0.1 0.0 0.1
C -4.07733 -0.65275 -1.40542 -0.4 -0.1 -0.2
C -2.76882 -0.21870 -1.84257 0.7 0.1 0.5
C -2.46514 0.02230 -3.17773 0.0 0.0 -0.2
C -1.20063 0.44906 -3.50833 -0.2 0.0 0.1
C -0.27173 0.64015 -2.49167 0.1 0.1 -0.2
N -0.53100 0.40766 -1.21381 -1.3 -0.5 -0.5
C -1.76719 -0.02837 -0.86997 0.1 0.2 -1.5
C -2.02678 -0.28852 0.52467 -0.5 -0.3 1.4
N -1.01002 -0.12163 1.39464 -0.3 -0.1 -0.8
C -1.20927 -0.33360 2.67882 0.2 0.0 0.4
C -2.44285 -0.70738 3.20624 0.0 0.0 -0.2
C -3.49488 -0.88907 2.33835 -0.1 -0.1 0.1
C -3.29858 -0.69860 0.97302 0.8 0.3 -0.1
C -4.34246 -0.88603 -0.00719 -0.5 -0.1 -0.1
N -5.55790 -1.26937 0.29609 0.2 0.0 0.0
H -3.22941 -0.12898 -3.92859 0.0 0.0 0.0
H -0.91744 0.64425 -4.53230 0.0 0.0 0.0
H 0.72704 0.99570 -2.71585 0.1 0.0 0.1
H -0.34645 -0.20579 3.32477 0.0 0.1 -0.1
H -2.55537 -0.84195 4.27193 0.0 0.0 0.0
H -4.47658 -1.17689 2.69129 0.0 0.0 0.0
F 4.62554 -4.67349 -1.79738 0.0 0.0 0.0
C 4.21101 -3.40729 -1.63641 0.0 0.0 0.0
C 2.99811 -3.13465 -1.03349 0.1 0.0 0.0
F 2.22600 -4.14602 -0.61293 0.0 0.0 0.0
C 2.58649 -1.82639 -0.88291 0.3 0.2 -0.2
F 1.37941 -1.62611 -0.31862 -0.1 0.0 0.1
C 3.33808 -0.72745 -1.31639 0.1 -0.4 0.0
S 2.84511 0.92095 -1.15938 -0.4 0.3 0.1
C 4.56180 -1.05191 -1.92130 -0.3 0.0 0.2
F 5.35251 -0.07315 -2.36925 0.1 0.0 -0.1
C 4.99008 -2.35360 -2.08139 0.0 0.0 0.0
F 6.16343 -2.61382 -2.67665 0.0 0.0 0.0
```
Forces are in eV/Å.



# 2
The following is a quantum chemistry calculation of 20 unconnected molecules or ions with the total composition C20H84BNO24P2, from the OMol25 dataset.

Calculated values
HOMO energy, Eh: -0.3129
Net charge: 0
Spin multiplicity: 1

```
132
Properties=species:S:1:pos:R:3:forces:R:3
N -0.06000 2.79979 -0.13662 0.0 0.0 0.0
P -0.70293 1.43813 -0.47678 1.3 0.8 0.4
O -2.29160 1.43710 -0.26989 -0.2 -0.8 -0.3
O -0.35232 1.06357 -1.99436 -0.7 -0.6 -0.4
B -0.07465 0.01558 0.64033 0.1 -0.8 -0.2
C 1.42717 -0.44735 0.71326 0.0 -0.2 0.4
P 1.39850 -2.13803 0.15201 -1.3 1.5 -1.0
O 0.30881 -2.24413 -0.81637 -1.2 -0.1 -1.3
O 1.09005 -3.10077 1.34017 0.7 -1.0 1.0
O 2.78574 -2.54909 -0.49333 0.8 0.1 0.2
H 0.41335 3.13026 -0.97311 0.2 0.3 0.2
H -2.53080 0.49639 -0.16597 -0.5 0.4 0.1
H -0.97643 0.42594 -2.37677 0.3 0.0 -0.1
H -0.85199 -0.57580 1.30416 0.0 0.3 0.1
H 1.73620 -0.46458 1.75164 0.3 0.3 0.4
H 2.11330 0.13894 0.11250 0.2 0.1 -0.1
H 0.51002 -3.80434 1.00040 0.1 0.2 0.2
H 2.91925 -1.95457 -1.25445 0.2 -0.3 0.1
C 4.60976 2.05082 -0.54697 -0.3 -0.2 0.5
O 3.18348 1.96192 -0.63749 0.2 -0.1 0.0
H 5.02661 1.74097 -1.49683 0.0 0.0 -0.1
H 4.91490 3.07526 -0.34505 0.1 0.0 -0.1
H 4.98416 1.39062 0.24342 0.1 0.0 0.0
H 2.81988 2.24434 0.20934 -0.2 0.1 -0.1
C 4.22494 -2.71152 2.71652 0.3 0.0 -0.3
O 4.92898 -1.89990 1.76975 0.1 0.0 -0.1
H 4.38327 -2.30023 3.70739 0.0 0.1 0.0
H 3.15800 -2.70221 2.49118 0.0 -0.1 0.1
H 4.60268 -3.73441 2.68604 -0.1 0.0 0.1
H 4.75896 -2.28910 0.90425 -0.3 0.1 0.0
C 4.85715 5.34702 -2.88381 0.0 -0.4 -0.3
O 5.20803 3.97083 -2.72110 0.0 0.2 0.0
H 5.06413 5.86086 -1.94876 0.0 -0.1 0.1
H 5.44911 5.79542 -3.68330 -0.1 0.2 0.1
H 3.79351 5.43974 -3.11751 0.0 0.1 0.0
H 5.02184 3.52627 -3.55352 0.0 0.0 0.1
C -5.17350 2.72703 -2.77722 0.4 0.0 0.4
O -4.00336 1.91243 -2.74555 0.0 -0.1 -0.1
H -5.91272 2.23816 -3.40293 0.1 -0.1 -0.1
H -5.57497 2.84230 -1.76567 -0.1 0.0 -0.1
H -4.94196 3.70719 -3.19878 -0.1 0.0 -0.1
H -3.35665 2.35422 -2.18524 -0.1 -0.1 0.1
C -7.98010 1.02818 -0.20872 0.2 0.2 0.3
O -7.04017 2.00088 0.26450 -0.1 -0.1 0.0
H -7.84822 0.91420 -1.27909 0.1 0.0 0.1
H -7.80485 0.06348 0.27831 -0.1 0.0 -0.1
H -9.00333 1.35994 -0.01023 0.0 -0.1 0.0
H -7.16876 2.09679 1.21276 0.1 0.0 -0.1
C 7.94411 6.71216 -4.92228 -0.1 0.4 0.0
O 6.76237 7.49404 -5.11404 0.1 -0.1 0.0
H 7.70745 5.67402 -5.12054 -0.1 0.0 0.0
H 8.73436 7.03511 -5.60654 0.1 -0.1 0.0
H 8.29316 6.80563 -3.89135 0.1 -0.1 0.0
H 6.98861 8.41062 -4.93109 -0.1 0.0 0.0
C -2.16347 -2.81129 3.73704 0.0 -0.1 -0.4
O -1.42744 -2.05719 2.76835 -0.1 -0.1 0.3
H -1.98517 -2.37205 4.71477 0.1 0.1 0.0
H -3.23214 -2.76620 3.51093 0.0 0.0 0.1
H -1.83497 -3.85238 3.74513 -0.1 0.0 0.1
H -1.59416 -2.44866 1.90511 0.0 0.0 0.0
C 7.31346 -3.05799 -1.15692 -0.2 0.2 0.2
O 7.29434 -1.84264 -0.41017 0.0 -0.1 -0.2
H 8.11166 -2.98474 -1.88861 0.0 0.0 0.0
H 7.51192 -3.90819 -0.49871 0.0 -0.1 -0.1
H 6.36253 -3.21306 -1.67685 0.0 -0.1 0.0
H 6.58802 -1.91161 0.24117 0.2 0.1 0.2
C -8.40076 0.90121 -4.41837 -0.1 -0.3 0.1
O -8.58029 0.22205 -3.17551 -0.1 0.1 -0.4
H -7.91607 1.85200 -4.22022 0.0 0.0 0.0
H -7.77091 0.31753 -5.09387 0.0 0.1 0.0
H -9.36424 1.09273 -4.90183 0.0 0.1 -0.1
H -9.01335 -0.61805 -3.36780 0.0 -0.1 0.2
C -6.46521 -1.72503 2.75205 0.2 0.1 -0.3
O -5.45053 -2.22083 1.87916 0.0 0.0 0.1
H -6.59980 -2.43952 3.55716 0.0 -0.1 0.0
H -6.16949 -0.76018 3.17557 -0.1 0.0 0.1
H -7.41139 -1.61514 2.21809 -0.1 0.0 0.1
H -5.34316 -1.57956 1.16951 0.0 -0.1 0.0
C 3.68673 -6.11360 1.29629 0.3 -0.2 0.0
O 5.04091 -5.94560 1.70962 -0.1 0.1 0.0
H 3.18253 -5.15922 1.42245 0.0 0.0 0.0
H 3.63948 -6.40661 0.24421 -0.1 0.0 0.0
H 3.18749 -6.86612 1.91199 -0.1 0.0 -0.1
H 5.49174 -6.78807 1.59968 0.0 0.1 0.0
C -4.00193 -6.35403 3.73953 0.2 -0.2 0.0
O -2.63588 -6.28729 4.14545 -0.1 0.0 -0.1
H -4.42564 -5.35908 3.84276 0.0 0.0 0.0
H -4.08594 -6.66702 2.69599 -0.1 0.0 0.0
H -4.56324 -7.04727 4.37103 -0.1 0.0 0.0
H -2.25935 -7.16764 4.05303 0.0 0.1 0.0
C 10.33389 3.67177 -4.75144 -0.1 0.0 0.3
O 9.12246 3.91681 -4.04268 0.2 -0.1 -0.1
H 10.09993 3.66596 -5.81245 0.0 0.0 0.0
H 11.06927 4.45698 -4.55484 0.1 0.0 -0.1
H 10.75918 2.70300 -4.47740 0.1 0.0 -0.1
H 9.33087 3.92117 -3.10334 -0.1 0.0 0.0
C -11.98190 -1.38463 -2.69791 0.1 0.1 -0.2
O -10.95553 -1.82624 -3.58774 0.1 0.2 0.0
H -12.05935 -2.11398 -1.89754 0.0 -0.1 0.0
H -11.73287 -0.41010 -2.27108 0.0 0.0 0.1
H -12.94123 -1.31885 -3.21572 0.0 0.0 0.1
H -10.89682 -1.17877 -4.29820 -0.1 -0.1 -0.1
C -9.16889 -0.49802 4.78010 0.0 -0.2 0.1
O -9.17632 -1.91205 4.60447 0.0 0.1 0.0
H -9.40380 -0.04610 3.82012 0.0 0.0 0.0
H -9.92118 -0.18957 5.51014 0.0 0.1 0.0
H -8.18534 -0.14840 5.10628 0.0 0.1 0.0
H -8.96913 -2.31112 5.45511 0.0 0.0 -0.1
C 1.98666 -1.72790 5.62024 0.0 -0.1 -0.3
O 2.13560 -3.02415 5.04490 -0.1 0.0 0.1
H 2.37733 -1.76135 6.63397 0.0 -0.1 0.0
H 2.54654 -0.98358 5.04873 0.0 0.1 0.1
H 0.93226 -1.43984 5.65268 0.0 0.1 0.1
H 1.78393 -2.97304 4.14979 0.0 -0.1 0.0
C 10.89250 -1.59584 -1.18047 -0.2 -0.1 0.2
O 10.63773 -2.97932 -0.95390 0.1 0.1 0.0
H 11.27953 -1.49350 -2.19084 0.0 0.0 0.0
H 9.97251 -1.01239 -1.08820 0.0 0.1 0.0
H 11.63596 -1.21414 -0.47541 0.0 0.1 -0.1
H 10.29200 -3.06284 -0.05955 0.0 0.0 -0.1
C 4.73051 1.66298 5.66306 -0.2 0.0 0.1
O 3.31173 1.54575 5.58611 0.1 0.0 0.0
H 5.13784 1.37335 4.69858 0.0 0.0 0.0
H 5.02658 2.69268 5.87868 0.1 0.0 0.0
H 5.13684 1.00140 6.43272 0.1 0.0 0.0
H 2.95171 1.80231 6.44051 0.0 0.0 -0.1
C -6.76993 6.01294 -4.78421 -0.1 -0.2 0.2
O -7.06872 4.64509 -4.52075 -0.1 0.1 0.0
H -6.42016 6.08199 -5.81008 0.0 0.0 0.0
H -7.65942 6.63784 -4.66955 0.0 0.1 0.0
H -5.98467 6.37682 -4.11623 0.0 0.1 -0.1
H -7.37695 4.58710 -3.61059 0.0 -0.1 0.0
```
Forces are in eV/Å.



no.,largest force on an atom (eV Å⁻¹)
1,2.29
2,2.22